128
Properties=species:S:1:pos:R:3:forces:R:3 method="wB97M-V/def2-TZVPD" lumo_energy_ev=-1.97 charge=0
Br 1.349 0.206 -1.603 1.3 0.4 -0.3
Cl 2.211 -5.168 -7.195 -0.4 0.0 -0.1
Cl 8.720 4.648 -10.781 -0.4 -0.1 0.1
Cl 1.904 -1.442 8.058 0.2 -0.1 0.4
Cl -3.839 2.820 -5.140 0.1 0.3 -0.3
Cl -11.270 2.689 -1.090 -0.1 0.4 -0.2
Cl -3.994 -7.624 -3.901 0.0 0.3 -0.1
Cl -6.407 -8.504 4.781 0.3 0.3 0.0
Cl 4.442 -2.342 9.160 -0.5 -0.1 -0.1
Cl -12.981 4.380 -2.727 0.3 0.0 0.2
Cl 5.118 4.083 -1.849 0.4 0.4 -0.5
Cl 10.329 1.274 0.117 -0.5 -0.1 0.1
Cl -5.705 -5.933 -5.538 0.3 0.0 0.2
Cl -5.017 4.629 2.244 -0.2 -0.1 0.8
Cl 2.001 -2.615 10.719 0.2 0.0 -0.4
Cl -4.473 4.219 -7.611 0.2 0.0 0.3
Cl 3.100 6.172 -2.026 0.6 -0.1 0.0
Cl -1.397 -9.862 4.759 1.0 -0.7 -0.5
Cl 5.888 4.825 -11.422 0.3 -0.2 0.3
Cl 7.497 1.450 -0.525 0.5 0.0 0.1
Cl 5.530 6.622 -0.489 -0.1 -0.2 -0.4
Cl -7.961 1.187 -0.410 0.1 0.3 -0.1
Cl 6.982 2.359 -10.333 0.0 0.4 0.0
Cl -4.789 -7.030 2.864 -0.1 -1.1 0.9
Cl -5.547 2.221 3.789 -0.1 0.2 0.0
Cl -5.480 2.704 -0.319 -0.7 -0.3 -0.2
Cl -0.325 -3.841 -6.673 0.3 -0.2 -0.3
Cl -3.214 5.648 -5.411 0.0 -0.4 -0.3
Cl -4.119 -6.000 -0.370 0.1 0.2 0.8
Cl -5.135 4.760 5.148 -0.2 -0.2 -0.3
Cl -7.370 3.135 -2.489 0.3 -0.3 0.4
Cl -8.016 4.031 0.203 0.2 -0.3 -0.3
Cl -3.233 6.184 0.049 0.2 -0.2 -0.2
Cl -3.541 -8.230 5.202 -1.0 0.8 0.0
Cl -10.106 4.821 -2.691 -0.6 0.0 0.3
Cl -4.543 -4.328 1.973 0.3 1.0 -0.8
Cl 2.394 4.638 -5.206 0.1 -0.3 -0.3
Cl -2.079 3.543 0.447 -0.2 0.7 -0.7
Cl -0.782 5.444 -1.333 -0.4 -0.1 0.1
Cl -2.102 -4.055 0.414 -0.4 0.0 0.0
Cl -4.640 -3.155 -0.687 0.1 -0.1 0.4
Cl 1.500 -10.131 4.792 -0.3 -0.1 -0.2
Cl 6.746 4.717 -8.644 0.3 -0.1 -0.5
Cl 2.425 -4.287 8.376 0.1 0.4 0.1
Cl 2.830 1.858 -5.947 -0.1 0.4 -0.1
Cl -0.270 -6.685 -7.286 0.3 0.4 -0.1
Cl -5.284 -5.920 5.508 0.1 -0.3 -0.2
Cl -4.430 -4.844 -3.160 0.0 -0.2 -1.1
Cl -7.565 4.309 3.612 0.4 -0.1 0.2
Cl -11.706 5.469 -0.349 0.1 -0.3 -0.3
Cl 3.994 3.990 -7.548 -0.5 -0.2 0.3
Cl -2.830 -5.492 -5.502 -0.6 -0.2 0.4
Cl 8.591 -1.016 0.565 0.0 0.5 0.0
Cl -1.700 3.673 -6.918 -0.8 0.2 0.4
Cl 0.321 -4.738 -9.365 0.0 -0.1 0.4
Cl 5.648 6.491 -3.393 -0.2 -0.2 0.4
Cl 8.356 1.342 2.253 0.0 -0.1 -0.5
Cl 1.119 3.549 -7.584 0.9 0.0 0.0
Cl -0.173 -12.463 4.310 0.0 0.4 -0.1
Cl 0.043 -10.384 2.286 0.0 -0.1 0.4
Cl -3.310 4.224 -2.099 0.4 0.4 0.1
S 2.374 -5.029 0.686 -0.1 -0.9 -0.2
F 2.053 4.124 0.031 2.7 -2.3 1.5
O -1.672 1.556 2.295 -0.9 -4.2 0.4
O -1.232 -0.067 0.564 -4.9 2.5 6.9
O 1.729 3.934 4.042 -2.5 -4.4 -5.7
O 0.010 4.171 2.315 6.3 -5.9 3.1
O 2.033 -3.375 0.355 2.1 2.3 2.2
O 4.285 -2.887 1.350 -8.6 2.1 -2.1
N 1.583 2.025 2.449 1.3 -4.9 -1.7
N 1.471 -2.275 4.909 0.2 1.2 -1.4
C -2.003 0.286 1.630 3.9 -1.5 -5.5
C 3.017 -2.508 1.056 5.0 -1.3 1.2
C 3.799 -0.319 -3.189 -0.9 0.6 -0.2
C 2.584 3.509 -6.572 0.0 0.1 0.0
C 0.484 -5.108 -7.630 0.0 0.0 -0.1
C -4.240 -5.973 -4.525 0.0 0.2 -0.1
C 1.452 -0.769 2.742 1.5 2.5 -2.7
C 2.543 -0.981 1.529 -1.7 3.7 0.7
C 3.129 0.385 0.763 -1.7 -0.4 3.1
C 4.198 0.217 -0.505 -1.6 0.4 -0.1
C 4.177 4.011 1.585 0.2 0.4 0.0
C -7.207 2.764 -0.754 0.2 0.1 0.1
C -3.240 -0.724 2.004 0.2 0.4 0.3
C 2.693 -2.672 9.079 0.0 -0.2 0.1
C -0.007 -10.710 4.036 0.1 -0.1 0.1
C -11.516 4.340 -1.714 0.0 0.0 -0.1
C 1.018 0.764 3.127 1.4 -0.9 -1.1
C -3.307 4.090 -6.270 0.0 0.1 0.0
C 2.965 -1.994 4.839 1.0 -0.4 0.9
C 7.084 4.137 -10.295 0.0 0.0 -0.1
C -0.100 1.000 4.324 0.2 -0.2 0.3
C 0.815 -2.099 3.527 0.1 1.7 0.3
C -2.351 4.849 -0.734 0.1 -0.4 0.2
C 3.170 3.253 0.535 0.0 -0.3 0.3
C -1.581 1.419 3.756 -0.4 1.6 1.6
C 8.693 0.762 0.603 0.2 -0.1 0.2
C 3.324 0.574 -1.870 1.5 -0.1 -1.2
C 4.849 5.842 -1.939 -0.2 0.5 0.0
C 2.599 1.879 1.297 -0.9 -2.5 0.3
C -5.005 -7.421 4.589 -0.1 -0.2 -0.1
C 1.100 3.391 2.964 -2.7 8.7 2.4
C -3.851 -4.384 0.333 0.0 0.0 0.1
C -5.816 3.979 3.698 0.1 0.3 -0.2
H 5.130 0.920 -0.403 -2.1 -1.3 -0.1
H 1.225 -5.734 0.237 0.9 1.7 0.3
H -3.951 -0.870 1.066 1.8 0.5 1.9
H -1.812 2.501 4.204 0.5 -2.4 -1.3
H 4.343 3.367 2.570 -0.7 1.6 -2.1
H -0.264 0.020 4.986 0.8 1.9 -1.8
H 3.479 -2.545 5.759 -1.1 1.1 -2.0
H 0.233 1.834 5.110 -0.4 -1.7 -2.1
H 4.704 0.186 -3.765 -1.7 -1.2 1.5
H 5.242 4.138 1.100 -2.2 -0.3 0.8
H -2.369 0.701 4.239 1.4 1.2 -1.3
H 3.456 1.700 -2.164 -0.6 -2.1 0.7
H 3.420 -2.454 3.862 -0.9 1.0 1.9
H 1.082 -1.587 5.594 0.2 -0.9 -1.1
H -2.760 -1.780 2.273 -1.1 2.4 -0.5
H 4.586 -0.879 -0.642 -0.9 2.0 0.8
H 3.763 5.097 1.816 0.7 -2.5 -0.3
H -0.344 -1.843 3.646 2.5 -0.9 -0.3
H 0.996 -3.078 2.910 -0.4 2.1 1.0
H 2.882 -0.284 -3.942 2.0 -0.2 1.6
H -3.883 -0.298 2.887 1.3 -0.9 -1.7
H 3.230 -0.841 4.959 -0.5 -2.4 -0.6
H 3.804 2.978 -0.433 -2.0 0.2 2.5
H 3.999 -1.438 -2.898 -0.3 2.2 -0.6